Record 1
12
Properties=species:S:1:pos:R:3:forces:R:3:nbo_charge:R:1 method="wB97M-V/def2-TZVPD" relative_energy_kcal_mol=91.3 spin_multiplicity=1 orbital_gap_ev=8.04
I 1.712 -1.008 0.090 0.9631 -0.5879 0.0487 0.10
N 1.066 1.949 0.025 0.7464 0.7104 -0.1159 0.01
N -0.147 1.796 0.372 1.3304 2.1356 0.0157 -0.37
C 2.126 2.348 -0.268 -2.3786 -0.6557 0.3533 0.08
C -0.796 0.620 0.312 1.6971 -2.4576 -0.2149 -0.06
C -0.303 -0.633 0.176 -0.5927 -0.0725 0.5424 -0.23
C -1.104 -1.888 -0.092 0.4813 -0.1431 -1.2297 -0.65
H -0.847 -2.036 -1.190 -0.8375 -0.4417 1.0814 0.22
H -2.140 -1.581 0.012 -0.3551 -0.4410 -0.1387 0.22
H -0.904 -2.888 0.435 0.0345 1.8729 -0.3623 0.23
H -1.814 0.762 0.492 -1.6639 -0.0243 0.0495 0.21
H 3.149 2.560 -0.366 0.5752 0.1048 -0.0294 0.25

---

Record 2
85
Properties=species:S:1:pos:R:3:forces:R:3:mulliken_charge:R:1 method="wB97M-V/def2-TZVPD" relative_energy_kcal_mol=7.2 spin_multiplicity=1 orbital_gap_ev="6.85 / 6.86"
Br -0.971 -0.197 3.397 0.0434 -0.1927 0.0783 -0.06
Fe -0.409 -1.284 1.016 0.2870 0.6785 -0.6849 -0.97
S 1.277 -2.967 0.865 0.2207 -0.3299 0.1209 -0.54
S -2.272 -2.846 1.014 -0.0980 0.0693 0.0071 -0.43
P 1.322 0.121 1.254 -0.2612 -0.0739 -0.0361 1.21
Si 2.627 -4.787 -1.764 -0.0023 0.0213 -0.0641 0.31
F 0.838 5.311 1.966 0.0024 -0.0008 -0.0104 -0.33
F -2.037 2.451 4.310 -0.0017 -0.0015 0.0024 -0.40
F -1.244 4.945 3.659 -0.0028 -0.0026 0.0061 -0.34
F 2.112 3.226 0.907 -0.0051 -0.0085 -0.0011 -0.42
N -2.804 -3.021 3.584 -0.0633 0.0675 -0.0132 0.09
N -0.001 -1.690 -0.907 0.0180 -0.4284 0.4618 -0.03
C -2.610 3.009 -1.326 0.0148 -0.0065 -0.0081 -1.77
C 0.431 4.078 2.259 -0.0010 -0.0006 -0.0046 0.36
C 4.704 0.511 3.531 -0.0063 0.0014 -0.0073 -0.83
C 1.069 2.976 1.707 0.0046 0.0114 -0.0151 0.06
C 3.187 0.900 -2.846 -0.0056 -0.0034 0.0036 -0.65
C -0.462 -1.315 -2.099 -0.0583 0.1392 0.0589 -0.32
C -3.993 2.687 0.734 -0.0067 -0.0151 -0.0076 -1.52
C -0.835 -4.722 4.274 -0.0011 -0.0093 0.0132 -0.32
C -1.028 2.609 3.452 0.0247 -0.0373 0.0000 0.42
C 4.196 -4.185 -0.947 0.0202 0.0403 0.0315 -0.86
C 3.515 -1.409 4.353 0.0025 0.0103 0.0062 -0.79
C 1.850 -6.201 -0.822 0.0140 -0.0358 0.0388 -0.92
C -4.419 1.277 -1.290 0.0083 0.0244 -0.0076 -1.73
C 2.149 0.542 -0.295 -0.0654 0.0261 -0.0242 0.33
C 2.649 -0.179 2.470 0.0498 0.0352 -0.0215 0.66
C 0.905 -2.954 -3.155 -0.0243 0.0210 0.0049 0.10
C -0.027 -1.922 -3.256 0.0495 -0.0071 -0.0153 -1.27
C 4.596 -0.543 4.429 -0.0075 -0.0003 -0.0070 -0.58
C 3.882 0.144 -1.915 -0.0039 0.0018 -0.0083 -0.72
C -0.982 -4.361 2.965 -0.0026 0.0205 -0.0041 -0.55
C -3.336 1.975 -0.456 -0.0426 -0.0580 0.0306 1.69
C -1.995 -3.448 2.576 0.0645 -0.0602 -0.0076 0.14
C -1.693 -4.212 5.273 -0.0118 0.0178 -0.0129 -0.60
C -2.680 -3.362 4.890 0.0129 -0.0567 0.0280 -0.31
C 3.048 -5.391 -3.492 -0.0050 0.0029 -0.0111 -1.17
C -2.378 0.970 0.039 0.2041 0.1535 -0.0526 -0.24
C 0.887 -2.691 -0.804 0.0734 -0.0466 -0.0336 0.35
C -0.626 3.894 3.127 -0.0082 0.0307 -0.0005 0.65
C 0.659 1.685 1.975 -0.0215 -0.0586 0.0353 0.17
C 3.365 -0.038 -0.638 -0.0046 -0.0199 0.0123 -0.42
C -1.566 0.154 0.437 -0.3863 -0.0310 0.0760 1.48
C 2.546 -1.230 3.376 -0.0063 -0.0156 0.0188 -0.37
C 3.732 0.695 2.560 0.0164 -0.0037 -0.0022 -0.33
C 1.965 1.469 -2.508 0.0164 -0.0127 0.0032 -0.83
C 1.393 -3.375 -1.925 -0.0418 0.0252 -0.0054 0.43
C -0.388 1.531 2.882 -0.0231 0.0388 0.0173 -0.09
C 1.440 1.281 -1.241 -0.0098 0.0302 -0.0128 -0.47
H -1.583 -4.483 6.311 0.0004 -0.0111 -0.0023 0.42
H 1.246 -3.439 -4.062 -0.0008 -0.0008 -0.0067 0.35
H 5.355 -0.688 5.186 -0.0017 -0.0028 0.0023 0.40
H -3.975 0.775 -2.151 -0.0008 0.0031 0.0008 0.33
H 4.827 -0.312 -2.180 0.0003 -0.0015 0.0013 0.43
H -3.395 -2.923 5.569 -0.0087 0.0054 -0.0124 0.41
H -3.235 3.150 1.369 0.0017 0.0218 -0.0053 0.14
H -2.108 2.521 -2.164 -0.0033 -0.0045 -0.0026 0.29
H -4.933 0.524 -0.692 -0.0058 0.0041 -0.0029 0.32
H -0.404 -1.594 -4.215 -0.0117 -0.0137 0.0005 0.45
H 3.899 -0.645 0.082 0.0062 -0.0027 -0.0011 0.51
H 4.019 -3.901 0.090 -0.0031 0.0119 -0.0068 0.20
H 4.581 -3.311 -1.478 0.0188 -0.0026 0.0044 0.22
H -0.050 -5.415 4.549 -0.0027 -0.0003 0.0042 0.44
H -4.679 3.464 0.388 -0.0031 -0.0026 0.0011 0.44
H 0.948 -6.542 -1.336 -0.0041 -0.0111 0.0120 0.32
H 3.592 1.039 -3.840 0.0039 0.0031 0.0013 0.40
H -4.553 1.974 1.341 0.0093 0.0046 0.0116 0.33
H -0.327 -4.732 2.191 -0.0006 0.0197 -0.0079 0.64
H -1.856 3.541 -0.742 0.0124 0.0046 0.0095 0.24
H 2.539 -7.046 -0.750 -0.0022 -0.0016 -0.0019 0.37
H 1.414 2.047 -3.239 -0.0025 0.0038 0.0016 0.45
H 5.545 1.189 3.587 -0.0013 0.0038 -0.0018 0.44
H -3.527 -2.372 3.293 0.0143 0.0051 0.0112 0.27
H -1.186 -0.510 -2.084 -0.0095 -0.0049 0.0045 0.29
H 2.262 -6.037 -3.891 -0.0104 0.0297 -0.0268 0.31
H 4.965 -4.961 -0.972 -0.0008 -0.0020 0.0073 0.42
H 3.427 -2.231 5.052 0.0012 -0.0009 -0.0010 0.45
H -3.319 3.739 -1.725 0.0069 0.0099 0.0083 0.47
H 3.206 -4.574 -4.198 0.0372 0.0067 0.0114 0.33
H 3.971 -5.975 -3.461 -0.0206 -0.0331 0.0078 0.32
H 1.572 -5.892 0.186 0.0040 0.0042 -0.0025 0.16
H 1.709 -1.913 3.310 0.0046 0.0123 -0.0017 0.05
H -5.153 2.002 -1.652 -0.0042 0.0000 0.0022 0.44
H 3.818 1.520 1.862 0.0036 -0.0004 0.0002 0.44
H 0.464 1.683 -0.988 0.0031 -0.0076 0.0043 0.27

---

Record 3
129
Properties=species:S:1:pos:R:3:forces:R:3:lowdin_spin:R:1 method="wB97M-V/def2-TZVPD" s2=6.005 spin_multiplicity=5 total_charge=+1 orbital_gap_ev="8.32 / 8.47"
Cr -2.631 1.453 -0.186 1.5933 -0.7110 -0.1479 3.76
O -0.700 0.628 -0.363 0.5168 -0.1456 0.2096 0.08
O 1.527 3.315 4.453 0.3877 -1.2759 0.7392 0.00
O -0.913 -0.475 -5.539 -0.5568 0.6070 0.4708 0.00
O -2.998 0.049 3.881 -0.4437 -1.5565 -1.9827 0.00
O 4.312 -2.346 -5.388 -1.7017 0.3624 1.2618 0.00
O -3.901 -0.106 -1.026 -0.2733 0.5440 -0.5449 0.03
O -2.932 -1.608 -5.324 1.7525 3.2963 -1.0239 0.00
O -4.010 -2.313 -1.418 1.9532 -1.4913 -0.3446 0.00
O 4.402 -4.646 -1.914 -1.6170 -0.5354 0.5427 0.00
O 3.825 -1.369 1.089 -0.2499 0.0195 -0.1021 0.00
O -2.497 2.773 -1.914 0.1213 -0.6002 0.5309 0.02
O -0.804 3.667 -3.119 0.2506 0.8801 -0.3431 0.00
O 2.390 1.201 4.524 0.5997 -0.1607 0.7414 0.00
O -1.860 3.185 0.959 1.3028 2.6365 -0.0794 0.03
O 2.492 -2.643 -4.185 1.0853 0.8266 -0.3973 0.00
O 0.104 -5.278 2.819 -0.4692 -0.7075 -1.6562 0.00
O 3.156 4.105 -2.398 -0.0327 1.4869 0.0281 0.00
O -2.744 4.493 -3.269 -0.3383 1.7778 -1.4377 0.00
O 3.655 2.234 -1.589 -0.1176 -0.2309 0.3341 0.00
O -1.843 5.498 0.664 0.0947 -3.7302 -0.0536 0.00
O 1.326 1.944 6.249 -0.1109 -0.6781 1.4399 0.00
O 3.794 -2.283 3.067 1.0520 0.0545 -2.6121 0.00
O 0.679 -4.760 4.953 -0.8538 -1.2091 -1.6471 0.00
O -3.112 0.480 1.653 -0.1053 -0.3496 0.1166 0.02
O -3.148 -1.689 2.397 -0.3178 2.0234 -0.6925 0.00
O 0.077 4.452 1.107 -0.2327 -0.1600 -0.4394 0.00
O 3.919 4.123 -0.234 -1.1168 -1.9660 -2.7565 0.00
O -5.799 -1.346 -1.437 -1.9401 1.9556 0.5151 0.00
O 3.564 -4.582 0.054 -0.1269 -0.0855 0.9673 0.00
O -2.481 -0.059 -6.968 0.6170 0.6287 0.2827 0.00
O -0.715 -6.491 4.451 -0.2122 0.2070 0.4229 0.00
N 4.266 -2.138 1.915 0.6053 0.0048 1.9127 0.00
N 3.509 -2.024 -4.502 1.4463 -0.8705 -0.6353 0.00
N 3.469 -4.821 -1.122 0.6777 0.8687 -1.1678 0.00
C 0.128 -0.684 1.509 0.7864 -0.1238 -1.1566 0.00
C -6.776 -0.301 -1.074 0.5623 1.1087 -0.7434 0.00
C -2.925 1.410 4.171 0.8424 1.9905 1.7481 0.00
C -2.020 3.598 -2.690 -1.3645 -1.3156 0.3662 0.00
C -4.169 4.442 -3.431 -0.5617 -0.1255 1.0828 0.00
C 2.103 -5.251 -1.585 0.2680 -0.1622 -1.2733 0.00
C 5.537 -2.903 1.526 -0.4700 -0.5255 0.7796 0.00
C -1.121 6.737 0.534 -0.0450 -0.5371 0.4669 0.00
C 2.926 1.201 3.194 -1.0670 -0.0228 -0.7870 0.00
C 0.095 -5.454 4.117 0.7163 1.1908 3.2957 0.00
C 0.995 3.346 1.071 -0.1452 -1.7338 0.1832 0.00
C 1.758 2.263 5.043 -0.8205 1.4881 -1.6653 0.00
C 3.590 3.543 -1.289 1.5164 0.5022 2.4381 0.00
C 0.056 2.567 -2.967 1.3358 -1.0467 0.8484 0.00
C 0.991 -1.100 -0.842 -0.3193 0.4429 0.3206 0.00
C -3.281 -2.703 3.419 0.1097 0.5680 2.2176 0.00
C -3.104 -0.305 2.575 0.3750 -2.3488 1.6880 0.01
C 3.882 -0.808 -3.699 -0.2835 0.1342 0.0475 0.00
C -2.613 -2.616 -1.190 0.2494 0.0424 0.0819 0.00
C -2.225 -0.703 -5.843 -0.2611 -4.4562 0.6086 0.00
C -3.664 -0.265 -7.748 0.1001 -0.3709 0.2463 0.00
C 0.373 2.737 7.003 0.2178 1.3154 -0.9433 0.00
C 1.119 -4.450 2.194 -0.0442 0.6095 1.5418 0.00
C 0.447 -0.044 0.151 -0.7846 0.1105 -0.7372 0.01
C 2.935 5.523 -2.320 -0.9108 1.0268 -0.0273 0.00
C -4.495 -1.127 -1.332 -0.7538 -0.2502 1.6073 0.01
C 4.083 1.268 -0.636 1.1536 -0.0750 0.9659 0.00
C -1.069 -6.733 5.853 0.0339 0.1255 0.6027 0.00
C -1.222 4.260 0.920 -0.8843 1.1809 -0.5313 0.01
C -0.238 -1.160 -4.442 -0.7848 0.0301 -0.1213 0.00
H 6.469 -2.390 1.765 -0.4924 0.7370 0.1104 0.00
H 3.617 6.172 -1.770 0.8961 -0.8826 -0.1181 0.00
H 3.938 0.255 -1.012 -0.7851 0.3948 -0.0380 0.00
H 1.251 2.984 0.076 -0.4794 0.5965 -0.4422 0.00
H 1.901 -1.556 -0.453 -0.2263 -0.4916 0.3621 0.00
H 1.034 -1.104 1.946 0.0785 0.0557 0.2092 0.00
H 0.169 -1.790 -1.030 0.2741 -0.4429 -0.1596 0.00
H -1.159 7.110 1.558 0.5676 0.6790 -0.3443 0.00
H -4.501 3.473 -3.802 0.2235 0.0237 0.0008 0.00
H -4.515 0.089 -7.166 -0.1205 0.0388 -0.4412 0.00
H -3.462 0.262 -8.681 -0.3098 0.3758 0.3442 0.00
H -2.324 -2.530 -0.142 -0.4745 0.2813 0.1622 0.00
H 1.137 -3.523 2.767 0.4574 -0.0041 0.0769 0.00
H -0.286 0.085 2.162 -0.3144 -0.3302 0.1291 0.00
H 2.836 5.907 -3.336 0.0907 -0.3505 0.0508 0.00
H -1.305 -5.888 6.499 0.0118 0.8314 -0.9132 0.00
H 1.727 -6.023 -0.913 0.1560 0.1935 -0.1225 0.00
H -3.800 -1.306 -8.044 0.0724 -0.1546 0.4860 0.00
H -0.853 -1.203 -3.543 -0.3192 -0.2164 -0.2454 0.00
H -6.312 0.620 -0.719 0.6030 -0.2302 -0.0042 0.00
H 4.008 1.231 3.065 0.0734 0.4725 0.8973 0.00
H 0.933 2.757 -3.586 -0.3632 -0.0330 -0.2709 0.00
H -1.695 7.346 -0.164 -0.0548 -0.0510 0.2470 0.00
H -2.505 -3.668 -1.455 -0.0612 0.2492 -0.2786 0.00
H -1.961 -7.358 5.897 0.1750 -0.0683 -0.6937 0.00
H -4.652 4.656 -2.478 0.0645 -0.2875 0.1575 0.00
H 0.441 2.480 -1.951 -0.3057 0.0630 0.1843 0.00
H 3.179 -0.026 -3.986 -0.1230 -0.0844 0.2665 0.00
H 3.690 1.422 0.369 -0.6648 -0.0616 -0.2696 0.00
H 5.508 -3.132 0.460 -0.2499 -0.0388 0.3530 0.00
H -3.875 1.939 4.256 -0.2118 -0.3031 -0.8265 0.00
H 1.425 -4.402 -1.671 0.3149 0.2951 0.7116 0.00
H 0.081 -2.148 -4.774 -0.1869 0.0814 0.0935 0.00
H -1.935 -1.972 -1.750 -0.3303 -0.0292 -0.2121 0.00
H 0.637 -0.591 -4.129 -0.0591 0.2386 -0.6305 0.00
H 2.644 0.252 2.739 -0.1922 -0.0317 0.2525 0.00
H 4.887 -0.445 -3.914 -0.1227 -0.5132 -0.2971 0.00
H 0.396 2.594 8.083 0.3901 -1.0416 -0.3239 0.00
H 0.510 2.482 1.524 0.0546 0.0965 0.2577 0.00
H 1.326 0.589 0.275 0.0199 0.9367 0.2250 0.00
H -0.434 1.618 -3.183 -0.0644 0.1609 -0.2243 0.00
H 5.520 -3.766 2.192 -0.0569 -0.1998 -0.4803 0.00
H -2.544 1.506 5.188 -0.0320 -0.6151 0.2296 0.00
H -7.518 -0.526 -0.308 0.4505 -1.1403 -0.0607 0.00
H 1.338 -0.678 -1.786 -0.4435 0.3664 -0.1535 0.00
H -3.124 -3.739 3.118 0.3298 0.5435 -1.1166 0.00
H 1.957 3.538 1.546 -0.6023 0.8648 0.2652 0.00
H 2.437 1.989 2.622 0.3467 0.0105 0.1366 0.00
H -4.233 -2.730 3.950 -0.5260 0.5674 -0.6567 0.00
H -0.630 2.592 6.602 0.0648 -0.2652 0.0838 0.00
H 2.012 5.746 -1.786 -0.3983 -0.4550 -0.1487 0.00
H 0.863 -4.148 1.179 -0.3666 -0.7777 0.0475 0.00
H 0.585 3.803 6.920 0.1913 0.0231 -0.4793 0.00
H -7.316 0.014 -1.966 0.0812 -0.4581 -0.1456 0.00
H 2.073 -4.972 2.264 -0.0782 0.1915 -0.2092 0.00
H -0.503 -1.532 1.242 -0.6252 0.1034 0.6434 0.00
H -4.514 5.242 -4.086 0.7228 -0.1342 -0.2374 0.00
H 5.156 1.280 -0.448 0.3060 0.5847 -0.3999 0.00
H -2.607 -2.511 4.254 0.4888 0.1225 -0.3037 0.00
H 3.802 -1.079 -2.647 -0.2537 0.0278 -0.1986 0.00
H 2.192 -5.556 -2.627 0.2347 -0.4930 0.2440 0.00
H -0.119 6.583 0.133 -0.0424 0.0720 0.3220 0.00
H -2.157 1.977 3.645 -0.3830 -0.2605 -0.8595 0.00
H -0.318 -7.214 6.480 0.5736 -0.3214 -0.8468 0.00

---

Record 4
69
Properties=species:S:1:pos:R:3:forces:R:3:lowdin_spin:R:1 method="wB97M-V/def2-TZVPD" relative_energy_kcal_mol=0.0 s2=2.024 spin_multiplicity=3 total_charge=-1 orbital_gap_ev="6.17 / 6.74"
Au 0.529 -1.693 -0.030 0.3452 1.0373 -0.2665 0.38
Br 1.713 -2.399 5.193 -0.0061 -0.0021 -0.1163 0.01
Br 4.981 -2.165 5.719 0.0155 0.0158 -0.0312 0.01
Br 7.032 -2.079 3.144 0.0066 -0.0236 0.0053 0.02
Br 5.833 -2.312 0.072 -0.1115 0.0144 -0.0288 0.00
Si 0.719 0.762 -0.426 0.0045 -0.0238 0.0161 0.22
O -1.716 -1.688 0.898 -0.3267 -0.0750 0.0568 0.06
O 1.144 -2.547 2.255 0.0563 -0.1068 0.1075 0.23
O -7.511 -2.020 -3.019 0.0020 0.0454 0.1142 0.00
O -5.579 -2.131 -3.943 0.0941 0.0403 0.0685 0.00
O 2.825 -2.310 0.125 -0.0155 -0.1106 0.1839 0.28
O -1.502 -2.484 -1.154 -0.2466 -0.1688 -0.1224 0.03
N -6.294 -2.074 -2.962 -0.2780 -0.1404 -0.5170 0.00
C 2.059 0.971 -2.972 -0.0618 0.0354 0.0577 0.00
C -5.874 -2.005 0.729 0.0548 -0.0053 0.0434 0.00
C 3.287 -2.344 1.291 -0.1837 -0.0147 -0.1240 0.12
C 4.293 -2.255 3.965 -0.3453 -0.0433 0.0619 0.07
C -4.492 -2.068 0.841 -0.0350 -0.0145 -0.0662 0.00
C -1.230 0.519 -2.542 0.0089 -0.0073 0.0467 0.01
C -2.197 -2.127 -0.174 0.3588 -0.0176 0.0979 0.01
C 4.683 -2.306 1.568 0.4395 0.0299 0.0932 0.05
C 3.548 0.491 -1.089 -0.0552 0.0254 0.0536 0.01
C 2.242 1.288 1.957 -0.0472 0.0293 -0.0667 0.01
C -0.887 1.418 -1.346 0.1696 -0.0390 0.1237 0.04
C -5.668 -2.090 -1.649 0.4071 0.0489 0.7301 0.00
C 0.528 3.003 1.423 -0.0207 -0.0495 -0.0332 0.01
C -6.471 -2.012 -0.518 -0.1466 -0.0110 -0.2971 0.00
C -2.091 1.415 -0.395 0.0093 -0.0495 -0.0216 0.00
C -0.146 0.788 2.334 -0.0397 -0.0513 -0.1084 0.01
C 2.608 2.773 -1.339 -0.0310 -0.0249 -0.0042 0.01
C 0.833 1.498 1.390 -0.0017 -0.0294 -0.2353 0.04
C 2.938 -2.358 3.760 0.2556 0.0515 0.4555 0.07
C -3.698 -2.152 -0.298 -0.0063 0.0798 0.0895 0.00
C 2.295 1.276 -1.486 -0.1655 -0.0802 0.1330 0.04
C 2.363 -2.425 2.450 -0.1387 -0.0240 -0.1713 0.10
C 5.177 -2.233 2.852 -0.0025 -0.0107 -0.2750 0.11
C -0.723 2.858 -1.858 0.0133 -0.0311 0.0310 0.01
C -4.286 -2.163 -1.553 -0.2034 -0.0531 -0.2393 0.00
H -4.005 -2.046 1.807 0.0288 0.0435 -0.0133 0.00
H -2.003 2.183 0.376 -0.0617 -0.0561 -0.0464 0.00
H 0.659 3.372 2.448 0.0019 0.0085 0.0065 0.00
H -6.487 -1.932 1.617 -0.0097 -0.0329 -0.0050 0.00
H -1.181 0.882 2.008 0.0236 -0.0077 0.0587 0.00
H -0.433 0.495 -3.284 -0.0924 -0.0168 -0.0020 0.00
H -3.007 1.620 -0.964 0.0233 0.0326 -0.0273 0.00
H 2.980 1.171 -3.531 0.0237 -0.0097 0.0114 0.00
H 2.537 0.241 1.893 0.0860 -0.0851 0.0282 0.00
H 2.260 1.576 3.014 -0.0176 -0.0008 0.0070 0.00
H -3.674 -2.222 -2.441 0.0452 -0.0014 0.0216 0.00
H 0.007 2.927 -2.665 -0.0615 0.0602 0.0272 0.00
H 0.067 -0.278 2.410 0.0094 -0.0421 0.0384 0.00
H 1.750 3.407 -1.568 0.1355 0.0220 0.0188 0.00
H -0.426 3.545 -1.063 -0.0457 0.0208 -0.0929 0.00
H 3.417 3.039 -2.031 0.0094 -0.0044 -0.0068 0.00
H 1.797 -0.079 -3.121 -0.0040 0.0106 -0.0429 0.00
H -0.061 1.223 3.337 0.0163 0.0241 -0.0006 0.00
H 3.387 -0.577 -1.201 0.0759 -0.1110 0.0280 0.00
H -1.417 -0.506 -2.227 -0.0038 -0.0565 -0.0187 0.00
H 2.953 3.012 -0.332 0.0004 0.0247 -0.0561 0.00
H 1.273 1.591 -3.403 0.0729 -0.0686 -0.0405 0.00
H -2.213 0.454 0.099 -0.0481 -0.0567 0.0654 0.00
H 2.991 1.886 1.437 -0.0020 -0.0249 0.0532 0.00
H -1.685 3.202 -2.256 -0.0105 -0.0012 -0.0069 0.00
H 3.857 0.685 -0.062 0.0094 -0.0870 -0.0032 0.00
H 4.381 0.781 -1.742 -0.0048 0.0308 -0.0099 0.00
H -2.134 0.897 -3.035 -0.0039 0.0247 0.0111 0.00
H 1.193 3.576 0.775 -0.0542 0.0343 0.0533 0.00
H -7.542 -1.956 -0.642 -0.0050 0.0165 0.0445 0.00
H -0.502 3.210 1.129 0.0908 0.0638 0.0542 0.00

---

Listing maximum force for the structures above in their given order: 2.994; 1.006; 4.505; 1.125 eV/Å.